No. 1
19
Properties=species:S:1:pos:R:3:forces:R:3 method="wB97M-V/def2-TZVPD" spin_multiplicity=2 orbital_gap_ev="11.0 / 7.3" charge=+1 homo_ev="-14.51 / -14.65" s_squared=0.764
C -1.0016 -1.4542 2.0713 0.697 0.672 -0.160
C -1.2714 -0.2034 1.2252 -0.131 -1.075 -0.192
C -1.0440 -0.4901 -0.3006 0.236 -0.233 0.484
C 0.1211 0.2746 -0.8074 -0.615 -0.389 -0.240
C 1.4364 -0.2628 -0.9940 0.853 -0.308 0.396
N 2.2056 0.6891 -1.5518 0.562 -0.064 0.470
C 1.4856 1.8321 -1.6248 -0.614 1.238 0.241
C 0.1695 1.5946 -1.1985 -0.351 -0.648 -0.389
H -1.0451 -1.1771 3.1206 -0.309 -0.219 0.159
H 0.0265 -1.7937 1.9117 -0.077 -0.176 -0.081
H -1.6894 -2.2529 1.8286 -0.131 -0.188 0.114
H -2.3186 0.0434 1.3475 -0.053 0.519 0.137
H -0.6181 0.5856 1.5811 -0.187 0.373 -0.066
H -0.8629 -1.5573 -0.4166 0.132 -0.080 -0.039
H -1.9447 -0.2979 -0.8765 0.010 0.390 -0.083
H 1.9103 -1.1749 -0.6308 -0.472 0.060 -0.294
H 3.2179 0.6840 -1.5747 -0.104 -0.211 -0.182
H 1.9618 2.7800 -1.8305 -0.015 -0.101 -0.367
H -0.7391 2.1809 -1.2797 0.570 0.441 0.091



No. 2
21
Properties=species:S:1:pos:R:3:forces:R:3 method="wB97M-V/def2-TZVPD" spin_multiplicity=1 orbital_gap_ev="7.4 / 7.4" charge=+1 homo_ev="-12.65 / -12.65"
C -0.9098 0.4591 -1.7716 -1.713 -0.120 0.370
C -1.0228 0.8406 -0.3410 0.409 -1.368 -0.770
O -1.1118 1.9529 0.0620 -0.422 0.788 0.886
C -1.0488 -0.4417 0.5091 -2.288 -1.125 -0.003
N -2.3807 -0.7182 0.8694 3.092 0.844 -0.226
C -0.0521 -1.4218 0.5548 -3.129 -0.857 1.949
C 1.1772 -1.3966 -0.0428 2.379 -0.282 -0.021
C 2.0108 -0.3619 -0.2922 0.202 2.934 -1.267
C 1.8527 0.9588 0.2411 1.430 -2.457 -0.127
N 1.1956 1.2586 1.3228 0.571 -1.705 -1.383
H 0.0619 0.0764 -1.9253 1.124 0.004 -0.742
H -1.2894 1.2599 -2.3681 0.550 0.669 -0.656
H -1.5862 -0.3674 -1.9460 -0.187 -0.425 -0.041
H -2.5187 -1.5220 1.4735 -0.467 0.339 -0.156
H -3.0128 0.0813 0.8485 0.013 -0.640 0.369
H -0.3808 -2.3827 1.0630 0.461 1.134 -0.892
H 1.7237 -2.2958 -0.2523 -0.622 -1.030 -0.201
H 2.8232 -0.3650 -1.0502 -0.566 -0.722 0.816
H 2.5848 1.6504 -0.1574 -0.428 0.657 0.120
H 1.2737 2.2137 1.4536 -0.761 2.024 1.850
H 0.6102 0.5215 1.7492 0.352 1.337 0.126



No. 3
22
Properties=species:S:1:pos:R:3:forces:R:3 method="wB97M-V/def2-TZVPD" smiles="C=C[N@+]1(OC(C)=O)C=NCC1" spin_multiplicity=1 orbital_gap_ev=11.1 charge=+1 homo_ev=-14.91
C -1.2799 -2.0617 0.5353 -0.679 4.589 -1.528
C -1.6017 -0.7813 0.3053 2.547 -1.444 0.092
N -0.5894 0.1241 -0.3456 -1.418 0.227 2.308
O 0.5954 0.1835 0.4448 1.375 -1.001 -1.027
C 0.6405 0.8491 1.6598 -0.982 1.120 -0.726
C 1.9184 0.7172 2.3035 1.977 -0.784 0.908
O -0.2871 1.4484 2.0636 -1.592 0.544 0.341
C -1.0896 1.5589 -0.6030 -1.760 -0.638 1.972
N -0.8003 1.9775 -1.7003 0.669 1.579 -1.957
C -0.0403 1.0479 -2.4606 3.287 -1.082 0.991
C -0.1963 -0.3073 -1.6432 -1.152 3.808 -1.685
H -1.9849 -2.6094 1.0179 -1.480 -2.055 1.340
H -0.4031 -2.3372 0.0762 1.903 -1.580 -0.446
H -2.3841 -0.2403 0.6787 -2.079 1.091 0.843
H 2.3312 -0.2232 1.9688 0.300 -0.496 0.308
H 2.7386 1.4378 2.0681 -1.176 -0.042 0.120
H 1.6807 0.6854 3.3856 0.542 0.138 -0.592
H -1.7726 1.9881 0.1256 0.456 -0.067 0.113
H 1.1251 1.3553 -2.6420 -3.081 -0.479 0.508
H -0.4932 0.7712 -3.3595 -0.538 0.608 -1.835
H -0.9484 -0.8414 -2.1244 -1.158 -1.286 -0.315
H 0.7032 -0.6999 -1.6129 4.039 -2.749 0.267



No. 4
23
Properties=species:S:1:pos:R:3:forces:R:3 method="wB97M-V/def2-TZVPD" spin_multiplicity=1 orbital_gap_ev=9.4 homo_ev=-8.92
C -1.7398 -1.1423 1.3958 -0.796 -1.154 0.273
C -1.5458 -0.9965 0.0450 -0.638 0.727 -1.135
C -1.5286 -0.0215 2.2042 0.176 -1.630 2.003
C -1.1293 0.2564 -0.4386 -0.450 1.621 -0.118
C -1.0790 1.2034 1.7945 0.380 -1.319 -0.164
C -0.8407 1.3348 0.4320 -0.761 -0.806 0.164
C 1.2651 -1.0111 -2.5063 -1.116 -3.318 -3.230
N 2.0780 1.0135 0.8793 -0.557 0.075 -2.387
N 1.4956 0.0486 -1.6526 1.650 2.786 4.082
O 1.1149 -1.4915 0.5082 0.053 -0.356 0.060
O -0.4938 2.4753 -0.1555 1.912 2.307 -0.403
P 1.3944 -0.1296 0.0583 0.612 -0.380 -1.271
H -2.0985 -2.1267 1.8429 0.673 1.528 -0.657
H -1.7512 -1.7454 -0.7245 0.036 -0.091 0.622
H -1.5644 -0.2214 3.3007 -0.264 0.390 -0.882
H -1.1928 0.6588 -1.4776 0.354 -1.234 0.621
H -0.7546 1.8196 2.5967 0.092 1.187 -0.007
H 0.2426 -1.4699 -2.1883 1.894 0.457 -0.758
H 1.1414 -0.6638 -3.6495 0.242 -0.583 2.597
H 2.0914 -1.8526 -2.5174 -1.642 1.470 0.168
H 0.3515 2.9275 0.1769 -1.737 -1.384 -0.189
H 2.1579 0.5782 1.7655 0.246 -0.194 1.541
H 2.3856 0.5563 -1.6897 -0.361 -0.098 -0.930



No. 5
23
Properties=species:S:1:pos:R:3:forces:R:3 method="wB97M-V/def2-TZVPD" spin_multiplicity=1 orbital_gap_ev="7.2 / 7.2" charge=+1 homo_ev="-12.26 / -12.26"
C -1.2102 -1.1064 -0.0185 2.469 2.237 -0.586
C -0.6954 1.5289 -1.1722 0.138 -0.435 -0.063
C 1.9731 -0.1786 1.2311 0.272 -1.105 3.746
C -2.1141 1.0934 -0.5868 2.519 -0.371 -1.760
C 2.7183 -1.1955 0.3518 -0.138 1.452 0.198
C 1.1667 0.3909 0.1848 -0.878 -0.356 -2.516
C 0.2766 1.6173 0.0178 -0.312 -2.459 -2.620
N -2.2103 -0.3699 -0.3955 0.434 1.491 -0.236
N -1.3055 -2.3788 0.1578 0.744 -3.699 0.500
O -0.0773 2.2328 1.1518 -1.928 -0.163 2.543
O 0.9341 2.7416 0.3141 2.579 2.447 -0.702
S 2.0344 -0.3661 -1.0959 -0.506 0.674 -0.032
H -0.2614 0.7817 -1.8524 -0.527 -0.387 0.337
H -0.7433 2.3811 -1.9281 -0.046 -0.303 1.930
H 1.4557 -0.6183 2.1635 0.378 0.609 -1.555
H 2.6078 0.5931 1.7046 0.018 -0.096 -0.458
H -2.1863 1.4937 0.3918 -0.710 1.177 0.487
H -2.7315 1.5001 -1.3896 -0.985 -0.535 0.811
H 3.7629 -1.3600 0.4020 1.234 0.803 0.020
H 2.3628 -2.1631 0.4309 -1.378 -1.896 0.131
H -3.1230 -0.6993 -0.4897 -1.869 -0.995 -0.215
H -0.4583 -3.0227 0.1110 -1.647 1.646 0.470
H -2.1759 -2.8958 0.3158 0.139 0.265 -0.429



No. 6
23
Properties=species:S:1:pos:R:3:forces:R:3 method="wB97M-V/def2-TZVPD" smiles="NC1=C2O[C@H](CO)[C@@H](O)[C@@H]2C=[NH+]1" spin_multiplicity=1 orbital_gap_ev="7.6 / 7.6" charge=+1 homo_ev="-12.13 / -12.13"
N 3.0429 1.3162 -0.3078 1.072 1.838 -0.258
C 2.3335 0.1734 -0.4537 -2.483 -0.360 -0.344
C 1.0913 -0.1071 -0.9741 -2.794 -1.706 2.463
O 0.0426 0.5446 -1.4390 -0.526 1.306 -1.926
C -1.2910 0.1151 -0.8992 3.774 -1.099 2.978
C -1.7725 1.1811 -0.0058 -2.855 0.855 0.863
O -0.7728 1.4989 0.9517 -0.671 -0.085 -0.341
C -1.0249 -1.1978 -0.0287 -0.144 0.002 0.937
O -1.6830 -2.4617 -0.3694 -1.307 1.885 1.246
C 0.4582 -1.3926 -0.2904 3.071 -0.295 -2.584
C 1.4078 -1.5688 0.7971 -0.217 1.033 1.560
N 2.3602 -0.6421 0.7098 -1.864 -3.139 -0.772
H 3.6888 1.8225 -0.9322 -0.780 -1.130 0.360
H 3.1411 1.5045 0.6704 0.443 0.874 0.056
H -1.9666 -0.2018 -1.5569 -2.350 -0.615 -3.713
H -2.7109 0.7170 0.5347 1.690 0.936 -0.798
H -2.2084 2.0887 -0.5488 0.928 -1.078 0.652
H -0.3513 2.2674 0.5740 0.529 0.434 0.195
H -1.3110 -0.8668 1.0411 0.907 -0.964 -1.457
H -2.5552 -2.5187 0.1522 1.932 0.159 -1.225
H 0.6691 -2.1530 -1.1904 -0.723 0.916 1.952
H 1.0903 -2.1014 1.7218 1.152 0.302 -0.695
H 2.9543 -0.4297 1.4673 1.217 -0.069 0.853



No. 7
24
Properties=species:S:1:pos:R:3:forces:R:3 method="wB97M-V/def2-TZVPD" spin_multiplicity=1 orbital_gap_ev="7.2 / 6.6" charge=-1 homo_ev="-3.52 / -3.28"
C 1.1738 -1.0563 -0.7868 -2.664 -0.313 1.717
C 0.4566 -0.3237 0.1857 1.513 -1.075 -0.346
C 0.5270 -1.9306 -1.7269 -0.834 0.530 -2.481
C 1.2047 0.6763 1.0395 -0.492 -0.453 -0.262
C 0.1782 1.7044 1.4148 -0.777 -1.393 -0.634
C -1.2010 0.9455 1.3263 2.071 1.954 0.309
C -0.8739 -0.1664 0.4486 -1.423 -2.251 -1.185
N -0.7997 -1.3016 -2.2586 -0.166 -2.195 0.308
N -1.0280 -0.0628 -2.1046 -0.027 0.062 0.446
O -3.1181 -0.9548 -0.5984 0.274 -0.136 1.061
O -1.6817 -2.7531 0.0557 1.049 -0.227 -0.156
O -2.6783 -1.4342 1.8007 -0.046 0.402 0.110
S -2.1567 -1.4339 0.4475 -1.671 0.395 -1.192
H 2.0886 -0.6469 -0.9683 2.616 0.650 -0.661
H 0.9401 -2.0870 -2.7669 0.879 -0.444 1.644
H -0.0029 -2.7751 -1.3069 0.755 -0.640 0.203
H 1.5519 0.3411 1.9981 0.366 -1.229 0.356
H 2.0559 0.8686 0.4439 1.188 1.407 -0.296
H 0.4275 2.2275 2.2857 -0.012 0.337 1.905
H 0.0944 2.4548 0.7387 0.058 2.307 -2.594
H -1.3214 0.5283 2.2892 -1.430 -0.060 1.221
H -1.9321 1.6481 0.8980 -0.324 -0.609 0.750
H -1.5652 -2.0105 -1.9850 0.737 1.665 -0.386
H -2.0019 -0.1481 -1.8923 -1.640 1.315 0.163



No. 8
21
Properties=species:S:1:pos:R:3:forces:R:3 method="wB97M-V/def2-TZVPD" spin_multiplicity=1 orbital_gap_ev=7.2 charge=+1 homo_ev=-11.97
C -0.2918 2.0187 -1.4140 1.082 -0.203 0.384
C -0.4103 1.2624 -2.4862 -1.027 -0.118 -0.621
C -1.8654 -3.0946 2.5076 2.906 0.318 -1.821
C -0.1753 -1.8125 1.2209 -0.017 1.774 -1.029
C 0.4722 1.5868 -0.2051 1.223 -3.600 -5.199
C 0.4046 -0.3784 -0.6546 -2.874 4.003 -0.944
C 1.9643 1.8862 -0.0756 -3.104 2.067 -0.294
N -1.1550 -2.1578 2.0284 0.171 -0.917 0.490
N -0.5105 -1.0829 0.1740 2.512 -0.840 0.134
S -0.1197 -0.5063 -2.4043 0.224 1.370 0.517
H -0.7833 2.9532 -1.5615 0.197 1.021 0.575
H -0.8876 1.7941 -3.3214 0.216 -1.185 -0.168
H -1.6279 -4.1484 2.3298 -0.528 0.167 -0.029
H -2.6212 -2.6872 3.0661 -2.101 -0.059 1.857
H 0.9338 -1.7403 1.3613 -1.111 -0.675 0.853
H -0.0422 1.6781 0.6412 -1.985 0.308 3.680
H 1.3815 -0.5899 -0.6701 3.571 -1.426 0.951
H 2.4788 1.7121 -0.9556 1.170 -1.379 -1.650
H 2.2236 1.3535 0.7948 1.359 0.013 1.014
H 2.0190 2.9977 -0.1169 0.225 -0.473 1.234
H -1.3876 -1.0446 -0.2587 -2.107 -0.167 0.067